178
Properties=species:S:1:pos:R:3:forces:R:3 method="wB97M-V/def2-TZVPD" smiles="CCCCCCc1cc(CCO)c([C@@H](Br)CC)c2c1C(=O)c1ccc([C@@H](C)CCC)c(C[C@@H](C)Br)c1C2=O.CN(C)C=O.CN(C)C=O.CN(C)C=O.CN(C)C=O.CN(C)C=O.CN(C)C=O.CN(C)C=O.CN(C)C=O" fmax_ev_per_a=7.940 homo_lumo_gap_ha=0.25933 mol_weight_g_mol=1233.3 spin_multiplicity=1 e_lumo_ev=-1.18
C 7.08790 -4.06458 1.98092 -0.3852 -0.5020 0.1090
C 6.72236 -3.97676 0.35767 -0.7047 0.5962 1.0628
C 5.07206 -3.91012 0.26799 0.0358 -0.0598 -0.1539
C 4.51970 -3.09438 -1.06334 0.1375 -0.6820 0.1220
C 3.63778 -1.73290 -0.66225 0.1837 -0.5775 -0.5153
C 2.40757 -1.55586 -1.74666 -0.7822 0.4545 0.3824
C 1.64781 -0.10434 -1.68656 -1.6895 3.9334 0.5144
C 2.17479 1.21480 -2.56573 -3.3002 0.3594 2.5157
C 1.40112 2.69735 -2.50448 0.2959 -2.9968 1.5712
C 2.09859 3.85974 -3.45497 -1.5270 -0.4825 0.0487
C 1.25321 3.81120 -4.89741 -1.3233 -0.1717 0.9780
O 1.16849 2.40047 -5.39061 -0.5539 1.4641 -0.2436
C 0.06803 2.97065 -1.52897 2.0757 -3.7475 0.0012
C -0.57314 4.47193 -1.53367 2.6483 0.3737 -1.1663
Br -2.56569 4.59734 -1.42571 1.2888 -0.1818 0.0332
C 0.22382 5.54744 -0.52867 -1.7772 0.9883 -0.1833
C -0.17587 5.40394 1.04756 1.5347 -1.2969 0.4859
C -0.40699 1.68043 -0.63995 1.9028 -0.0627 -1.5736
C 0.33584 0.18272 -0.72754 1.1242 1.5139 -1.3656
C -0.30513 -1.05201 0.20272 1.6156 -1.8636 1.8610
O 0.42812 -1.96617 0.84364 -4.3452 5.2224 -4.1105
C -1.97567 -1.00309 0.29526 -2.9865 -0.2117 -0.0980
C -2.87604 -2.37189 0.25136 -1.9126 4.1919 0.2613
C -4.53517 -2.20232 0.29563 2.4373 2.6645 -0.0705
C -5.29269 -0.71767 0.38765 3.0188 -0.6227 0.0872
C -6.96356 -0.64329 0.40130 -0.8017 -0.0218 -0.5996
C -7.56260 0.13274 -0.94923 0.8924 1.0115 0.2454
C -7.68077 -2.11667 0.43381 0.7940 -0.7766 0.8961
C -7.65170 -2.93860 -0.98430 -1.4048 0.1101 -0.7410
C -7.38401 -4.55530 -0.84059 0.4918 0.1371 -0.5994
C -4.37250 0.67721 0.46406 1.9209 -3.2218 -0.0835
C -5.07430 2.15966 0.60567 -0.6658 0.1850 -0.5246
C -5.79561 2.44523 2.04923 0.7680 -1.0537 0.8504
C -4.83472 2.25144 3.36229 -0.4376 0.6167 1.2320
Br -6.36325 4.40220 2.05935 0.2391 -1.1934 -0.3031
C -2.72292 0.49058 0.38982 -0.9607 -2.4149 -0.3541
C -1.65633 1.77971 0.40296 -2.0074 1.9939 3.3113
O -1.91241 2.72756 1.29918 1.9337 -5.0969 -5.4616
H 7.38788 -3.01847 2.43322 -0.5589 -2.0822 -1.0336
H 6.09604 -4.41027 2.54816 2.1714 0.7453 -1.1441
H 7.90187 -4.88250 2.22222 -1.6380 2.0045 -0.5398
H 7.17006 -4.91205 -0.22554 -1.0336 2.1841 1.1598
H 7.11703 -2.94580 -0.07527 -0.5604 -2.3444 0.7492
H 4.64113 -3.35211 1.20344 1.0347 -1.0255 -1.5997
H 4.65168 -5.02419 0.33064 0.8043 2.4350 -0.3237
H 5.47838 -2.82283 -1.71882 -2.2690 -0.4793 1.2456
H 3.85372 -3.87966 -1.65718 1.3687 1.9419 1.0553
H 4.32895 -0.76873 -0.65138 -1.5072 -2.0601 0.0555
H 3.16765 -1.92954 0.39303 0.8468 0.6533 -2.0366
H 2.77289 -1.71639 -2.85318 -0.6514 0.3145 2.2228
H 1.59682 -2.37212 -1.45589 1.7207 1.6826 -0.8064
H 3.13471 1.08483 -3.24485 -2.3183 0.4017 1.4958
H 1.91803 4.90420 -2.90636 0.5126 -2.2177 -1.5012
H 3.24381 3.69427 -3.64205 -2.3116 0.0895 0.6026
H 0.13378 4.09237 -4.59822 2.4729 -0.1249 -0.9070
H 1.70295 4.52125 -5.71359 -0.8786 -1.3469 1.6334
H 0.31574 2.25674 -5.90100 1.5256 0.7680 1.1226
H -0.32757 4.91005 -2.62031 -0.7236 -1.1998 2.4107
H -0.15868 6.62347 -0.87714 0.9370 -2.3164 0.6295
H 1.36887 5.49927 -0.76952 -2.1784 -0.1647 0.7124
H -1.32497 5.35945 1.27137 2.2868 0.3439 -0.6957
H 0.39598 6.21080 1.71634 -1.4642 -1.5344 -1.6644
H 0.26299 4.35607 1.41467 -1.0669 2.1991 -0.6912
H -2.39289 -3.44888 0.15864 -1.0713 2.6443 0.2792
H -5.13303 -3.22953 0.22014 1.2317 2.7130 0.2063
H -7.38317 -0.03648 1.31716 1.3265 -1.3973 -1.5767
H -7.80656 1.27571 -0.70671 0.6164 -2.4999 -0.4828
H -8.56553 -0.32776 -1.33968 2.1464 0.6380 0.7219
H -6.68461 0.12235 -1.74291 -2.1691 -0.0075 1.2946
H -7.10830 -2.77987 1.23963 -1.2854 1.4712 -1.5754
H -8.79618 -2.02325 0.84193 2.4835 -0.0198 -0.9954
H -6.91640 -2.46553 -1.78288 -1.3808 -0.9732 1.8763
H -8.73911 -2.83083 -1.46376 2.3653 -0.1053 0.9326
H -7.34634 -4.87110 0.28739 0.0518 0.5320 -2.2057
H -6.34892 -4.76587 -1.39462 -2.1876 0.1321 1.4763
H -8.20536 -5.21675 -1.39146 1.7407 1.5741 1.2367
H -4.33920 3.06316 0.40423 -1.1685 -2.2541 0.5274
H -5.92998 2.27146 -0.21916 1.9390 -0.4659 1.7565
H -6.77946 1.84202 2.24526 1.9272 1.2275 -0.6934
H -3.69639 2.45833 3.18472 -2.2522 -0.5520 -0.0248
H -5.00028 1.20776 3.91563 0.4235 2.0689 -1.5929
H -5.19052 3.06809 4.15715 0.7767 -1.8432 -1.7060
C 6.20818 -9.33480 1.40757 -0.0206 0.1577 0.1415
N 6.73611 -8.25066 2.20902 1.5331 0.4678 -0.5304
C 5.92324 -7.71292 3.28032 0.1794 0.2579 0.2695
C 7.98631 -7.71442 1.98544 -0.9141 -0.2329 0.3776
O 8.49178 -6.79971 2.62389 -0.3457 -0.7967 -0.2184
H 5.28440 -9.00148 0.92613 0.0334 -0.2059 -0.0644
H 5.99556 -10.18618 2.06040 -0.0617 -0.0623 -0.1922
H 6.92312 -9.64137 0.63918 -0.0668 0.1098 0.1462
H 5.75302 -6.64754 3.09781 -0.0714 -0.1260 0.1956
H 6.46077 -7.82656 4.22665 -0.2293 0.1672 0.0207
H 4.96408 -8.23467 3.33659 0.2222 0.0396 -0.1082
H 8.51923 -8.19571 1.14849 -0.1141 -0.0449 0.0084
C 1.24063 -5.31830 -5.54245 0.1959 -0.1141 -0.0136
N 2.41136 -5.83464 -4.86480 0.0023 0.3182 1.3608
C 3.38979 -6.58024 -5.62922 0.2163 -0.0622 0.2521
C 2.62445 -5.63952 -3.51682 0.3709 -0.3668 -0.5672
O 3.58990 -6.04781 -2.88355 -0.6587 0.1854 -0.7335
H 0.68649 -6.15459 -5.97811 -0.1237 0.1837 -0.0618
H 1.56263 -4.63797 -6.33599 -0.2302 0.0020 -0.0164
H 0.58978 -4.77866 -4.84910 0.1661 -0.1026 -0.0522
H 3.48546 -7.58345 -5.20292 0.1385 0.0684 -0.1693
H 4.35741 -6.07410 -5.55909 -0.0191 -0.2025 -0.1033
H 3.08725 -6.65292 -6.67735 -0.0311 0.0730 0.2338
H 1.82064 -5.06084 -3.03189 -0.0416 0.0111 -0.1211
C -1.31082 11.23848 1.81955 -0.0561 -0.1991 -0.0944
N -1.07125 10.08865 0.97286 1.4653 0.1307 -0.7537
C -2.07157 9.04294 0.91416 0.0684 -0.3193 -0.2983
C 0.07715 9.95740 0.22152 -0.8878 -0.2455 0.3661
O 0.34187 9.01388 -0.51298 -0.3573 0.4763 0.4521
H -1.43033 10.89858 2.85223 -0.0330 0.2198 0.0062
H -2.22651 11.73672 1.48862 0.0665 0.1065 0.1783
H -0.47865 11.94589 1.76843 -0.0906 -0.1620 -0.0429
H -1.62028 8.09992 1.23723 -0.1956 -0.0030 -0.0421
H -2.41265 8.93405 -0.11985 -0.1618 -0.1348 0.1671
H -2.92104 9.28444 1.55871 0.2152 0.0376 -0.1269
H 0.76988 10.80730 0.33955 -0.0882 0.0266 0.0702
C -5.28697 -2.18086 6.52621 -0.1058 0.1513 0.0219
N -6.30695 -1.55010 5.71493 -0.0909 -0.5377 -1.4188
C -7.11862 -0.50359 6.30111 -0.1911 0.0648 -0.2627
C -6.53007 -1.91320 4.40386 -0.1693 0.4822 0.6526
O -7.37354 -1.42210 3.66414 0.4661 -0.1125 0.6739
H -5.76222 -2.64129 7.39706 0.2191 -0.0403 0.0229
H -4.57586 -1.41822 6.85628 0.0753 -0.2116 0.0873
H -4.75267 -2.94913 5.96066 -0.1328 0.1567 0.0298
H -8.17035 -0.80253 6.25832 0.0555 0.2065 0.0709
H -6.98966 0.41468 5.72014 -0.1484 0.0083 0.1708
H -6.82835 -0.32590 7.34012 0.0240 -0.1102 -0.2275
H -5.85895 -2.71712 4.05824 0.0403 0.0300 0.1134
C 10.73562 -6.77143 7.44843 -0.1722 0.1062 -0.1760
N 9.48767 -6.49572 6.76800 -1.1299 -0.7526 0.7407
C 9.49657 -5.60867 5.62316 -0.3680 -0.0178 -0.2424
C 8.29253 -7.04986 7.17436 0.4008 0.5272 -0.6022
O 7.20454 -6.85916 6.64548 0.8634 -0.0321 0.2049
H 11.15195 -5.83033 7.81890 0.1597 -0.1511 0.0596
H 11.43216 -7.22704 6.73886 0.1219 0.0204 0.1866
H 10.58359 -7.45274 8.29001 -0.0546 0.1053 -0.1481
H 8.83745 -4.75907 5.82584 0.0986 -0.0075 -0.1758
H 9.11632 -6.14910 4.75096 0.0711 0.2861 -0.0056
H 10.50910 -5.24910 5.42103 -0.1540 -0.1286 0.1340
H 8.39828 -7.70792 8.05295 0.1196 0.0335 -0.0070
C 1.61530 -0.85972 3.53014 0.0763 0.0171 0.1652
N 1.67804 -0.92341 4.97527 -1.2815 -0.2245 0.6668
C 2.95821 -0.74342 5.62822 -0.1420 -0.0473 0.3146
C 0.55958 -1.14957 5.74887 0.8522 0.1399 0.0095
O 0.54266 -1.21520 6.97166 0.2432 0.0863 -0.8267
H 2.26097 -1.63798 3.11340 -0.1299 0.1028 -0.2073
H 1.96725 0.12309 3.20385 -0.0402 -0.0886 -0.2077
H 0.59317 -1.01181 3.17286 0.2147 -0.0161 0.1336
H 3.18777 -1.63824 6.21467 0.1435 0.1811 0.0140
H 2.89546 0.11440 6.30469 0.1893 -0.1227 0.0028
H 3.74746 -0.57401 4.89082 -0.2392 -0.0481 0.0589
H -0.36008 -1.27243 5.15283 0.1047 0.0241 -0.1126
C -3.18470 9.22340 -5.55947 0.1437 -0.0157 0.1960
N -3.12196 9.15971 -4.11434 -1.3303 -0.2162 0.5671
C -1.84179 9.33970 -3.46139 -0.0900 -0.0953 0.3286
C -4.24042 8.93354 -3.34074 0.8203 0.1043 0.0841
O -4.25734 8.86792 -2.11795 0.2865 0.1332 -0.8808
H -2.53903 8.44514 -5.97621 -0.0904 0.0979 -0.1815
H -2.83275 10.20621 -5.88576 -0.0477 -0.0972 -0.1949
H -4.20683 9.07131 -5.91676 0.1417 0.0143 0.1407
H -1.61223 8.44488 -2.87494 0.1656 0.2019 0.0366
H -1.90454 10.19751 -2.78492 0.2023 -0.1265 0.0105
H -1.05254 9.50910 -4.19879 -0.2256 -0.0442 0.0805
H -5.16008 8.81068 -3.93678 0.0902 0.0143 -0.0816
C -3.13249 1.97409 -9.43829 0.2035 0.0262 0.0161
N -2.14985 2.75391 -8.71532 -0.5785 0.9065 0.9277
C -0.74482 2.54073 -8.99466 0.0699 0.2499 0.1858
C -2.50827 3.69184 -7.77066 0.5761 -0.2940 -0.3295
O -1.73055 4.38327 -7.12499 -0.2829 -0.6773 -0.5604
H -2.95880 0.91294 -9.23820 -0.1819 0.0063 -0.1436
H -3.02078 2.16906 -10.50869 -0.1713 -0.1528 0.0168
H -4.14823 2.23606 -9.12976 0.2104 0.0099 0.0032
H -0.24162 2.23112 -8.07365 0.1613 0.0227 -0.2314
H -0.30332 3.48123 -9.33805 0.1429 -0.1918 0.0523
H -0.61574 1.77177 -9.76109 -0.1236 0.1398 0.1683
H -3.59973 3.77394 -7.63611 0.0350 -0.0844 -0.0886